(1)
{"formula": "C10H12ClNO4Re", "method": "ωB97M-V with the def2-TZVPD basis set", "fmax_ev_per_a": 5.5, "spin_multiplicity": 4, "e_tot_ha": -1281.7872, "e_above_lowest_kcal_mol": 0.0, "orbital_gap_ha": [0.35038, 0.25296], "total_charge": 2, "e_homo_ev": [-15.880, -16.931], "s_squared": 3.761, "symbols": ["Cl", "C", "C", "C", "H", "C", "C", "H", "H", "H", "C", "Re", "C", "C", "O", "O", "H", "H", "H", "N", "C", "C", "O", "O", "H", "H", "H", "H", "H"], "positions_angstrom": [[-3.1306, -1.3592, 0.0589], [0.7802, -1.2971, -1.3600], [1.6559, -0.1521, -1.4296], [0.8900, 0.9439, -1.9752], [2.7456, -0.1742, -1.3072], [-0.4493, 0.4600, -2.2409], [-0.4800, -0.9288, -1.8956], [-1.3537, -1.5619, -2.0740], [1.0806, -2.3256, -1.1302], [1.2328, 1.9608, -2.1888], [-1.5821, 1.2258, -2.8417], [0.0183, 0.2755, -0.1471], [1.5881, 0.9604, 0.8282], [0.0148, -1.2898, 1.0623], [2.5098, 1.3434, 1.4362], [0.0388, -2.2127, 1.7551], [-1.5995, 2.2474, -2.4543], [-2.5204, 0.7236, -2.5854], [-1.4803, 1.2626, -3.9292], [-1.8615, 3.2890, 3.6471], [-2.4130, 2.4895, 2.5046], [-1.2886, 1.5569, 2.1458], [-0.3344, 1.4376, 2.9018], [-1.4943, 0.9925, 0.9725], [-1.2195, 2.6842, 4.2003], [-2.6092, 3.6805, 4.2248], [-1.3114, 4.0933, 3.2909], [-3.2724, 1.8824, 2.8334], [-2.7073, 3.1397, 1.6629]], "atomic_forces_ev_per_a": [[-0.2258, 0.0215, 0.1502], [1.3917, -0.9085, -1.9021], [0.8976, -0.7698, -1.9915], [0.1631, 0.1806, -1.1669], [-0.6367, 0.0649, 0.3466], [0.5314, 0.0850, -1.2061], [-0.6265, -0.2532, -1.2852], [0.4906, 0.1620, 0.3462], [-0.0922, 0.6035, 0.2235], [0.0159, -0.5115, 0.1374], [-0.1805, 0.0104, 0.3387], [-1.3899, 0.3554, 4.2980], [3.6882, 2.4171, 3.3594], [-0.0209, -3.5300, 3.1966], [-3.4027, -1.6311, -2.6232], [-0.0383, 2.7398, -2.2130], [-0.0722, -0.0707, -0.1652], [0.0638, 0.2091, -0.1643], [0.0233, -0.0269, 0.0940], [-0.3282, 0.7934, -0.0337], [-0.1943, 0.0143, 0.2664], [0.3247, -0.1218, -0.2535], [-0.7060, -0.2996, -1.1004], [0.3257, 0.6674, 0.6616], [-0.2523, 0.2493, -0.2557], [0.0943, -0.0736, 0.1627], [-0.1969, -0.5180, 0.3006], [0.2132, 0.4246, -0.0297], [0.1399, -0.2839, 0.5085]], "nbo_charge": [0.02, -0.24, -0.26, -0.26, 0.31, -0.05, -0.24, 0.30, 0.31, 0.30, -0.64, 0.72, 0.60, 0.63, -0.35, -0.34, 0.24, 0.25, 0.28, -0.68, -0.34, 0.78, -0.60, -0.69, 0.48, 0.46, 0.45, 0.28, 0.27]}


(2)
{"formula": "C10H12FO", "method": "ωB97M-V with the def2-TZVPD basis set", "fmax_ev_per_a": 5.8, "spin_multiplicity": 3, "e_tot_ha": -562.8003, "orbital_gap_ha": [0.26452, 0.18850], "total_charge": 1, "e_homo_ev": [-11.008, -12.504], "s_squared": 2.033, "symbols": ["C", "C", "C", "C", "C", "C", "C", "C", "C", "C", "O", "F", "H", "H", "H", "H", "H", "H", "H", "H", "H", "H", "H", "H"], "positions_angstrom": [[2.7431, 0.7919, 0.4466], [2.5699, 1.7266, -0.5223], [0.4933, 0.4860, 0.3701], [1.6214, 0.1235, 0.9511], [0.1591, 1.4913, -0.4968], [1.3312, 2.1923, -0.8651], [-1.4825, -1.0722, 0.4341], [1.5121, -0.9235, 2.0726], [-1.0861, 1.7045, -1.2212], [-3.0640, -2.5702, -0.6492], [-1.9741, -1.5772, -0.5932], [1.2855, 3.0833, -1.8464], [3.7543, 0.4568, 0.8364], [3.5029, 2.2098, -0.8274], [-1.7798, -1.4089, 1.3874], [2.1786, -1.7229, 1.8189], [1.8111, -0.4578, 3.0235], [0.5106, -1.2805, 1.8413], [-1.2915, 2.7628, -1.4004], [-1.0732, 1.0773, -2.1201], [-1.8838, 1.2362, -0.5474], [-2.6645, -3.4733, -1.1601], [-3.4603, -2.8162, 0.3722], [-3.7132, -2.0395, -1.3047]], "atomic_forces_ev_per_a": [[2.4339, -1.4654, 0.7436], [3.8919, 0.2928, 1.7493], [-5.4518, 0.9739, -1.7549], [2.2410, -1.1650, 2.1590], [2.5506, 0.3856, 0.4437], [-2.3484, -0.3248, -1.8756], [0.9464, 1.0939, -1.6167], [0.4157, 1.5333, -1.8511], [-2.2897, -1.0767, 1.2277], [0.5503, -0.9941, 0.5760], [0.2471, -0.3001, 0.2047], [-0.1186, 0.0588, 0.5184], [-1.1437, 0.8018, -0.7935], [-0.6406, 0.1333, -0.4379], [-0.9399, -0.9955, 1.4882], [0.6919, -0.5553, 0.1286], [-0.6268, -0.4909, -0.0698], [-0.0350, -0.1298, 1.4457], [-0.0626, -0.3518, -0.2121], [-0.0718, 0.5066, -0.1511], [0.7098, 1.0231, -1.1413], [-0.2023, 0.7012, 0.4485], [0.3513, 0.4511, -1.0144], [-1.0986, -0.1063, -0.2149]], "nbo_charge": [-0.21, -0.22, 0.10, 0.10, -0.16, 0.53, 0.33, -0.65, -0.64, -0.27, -0.42, -0.26, 0.25, 0.26, 0.12, 0.25, 0.27, 0.23, 0.25, 0.25, 0.23, 0.23, 0.21, 0.22]}


(3)
{"formula": "C10H12GaI2O5SSc", "method": "ωB97M-V with the def2-TZVPD basis set", "fmax_ev_per_a": 7.4, "e_tot_ha": -4441.7160, "orbital_gap_ha": [0.23928, 0.21487], "total_charge": 4, "e_homo_ev": [-23.151, -23.150], "symbols": ["I", "I", "Sc", "Ga", "S", "C", "C", "C", "C", "C", "C", "C", "C", "O", "O", "O", "O", "H", "H", "H", "H", "H", "H", "H", "H", "H", "C", "C", "O", "H", "H", "H"], "positions_angstrom": [[-3.4463, -1.7312, -0.4508], [-0.7736, -3.9705, 1.0422], [0.5366, -1.3091, 1.8732], [-1.7590, 0.4378, -0.0141], [-0.0961, -1.1631, -0.4847], [-0.7125, 2.2622, -0.2804], [-1.5980, 3.7006, 0.6944], [1.0409, -1.0200, -2.0050], [1.5924, -2.3930, -2.3287], [2.1027, -0.0073, -1.5919], [0.1689, -0.5388, -3.1558], [1.1597, -0.3295, 4.1049], [1.2133, 0.8682, 1.8020], [-1.8105, 4.7329, 0.1809], [0.3249, 2.7599, -0.5956], [1.5428, 0.2185, 5.0585], [1.7308, 1.9103, 1.7471], [2.2669, -2.2889, -3.1789], [0.7712, -3.0815, -2.5839], [2.1291, -2.8439, -1.4910], [2.8673, 0.1107, -2.3723], [2.6353, -0.3514, -0.7024], [1.6614, 0.9705, -1.3372], [0.7442, -0.4637, -4.0908], [-0.3188, 0.4311, -2.9913], [-0.6463, -1.2459, -3.3667], [-2.4152, 1.1012, 2.8502], [-1.7399, 0.1304, 1.9684], [-1.3010, -0.9594, 2.5256], [-1.7324, 1.8243, 3.3317], [-3.0273, 0.5685, 3.6026], [-3.1113, 1.6699, 2.2398]], "atomic_forces_ev_per_a": [[-0.1186, 0.8983, -0.2568], [0.4572, -0.0059, 0.2421], [-0.4706, -2.3994, 0.5892], [0.6211, -1.5057, -0.7156], [-0.4136, 0.1445, 0.1061], [5.1705, 2.0613, -2.1356], [-1.6507, 6.6352, -2.8443], [0.9241, 0.7821, -1.4994], [-0.7069, -0.6318, 0.7936], [-0.0064, 0.2475, 0.4647], [-0.9877, -0.0223, -0.1572], [2.4195, 2.5503, 5.4932], [3.5624, 6.4819, -0.7807], [0.9717, -5.4573, 3.1609], [-5.3922, -2.7834, 1.3703], [-2.1798, -2.9467, -5.0671], [-2.7576, -5.3388, 0.4349], [0.0099, -0.0287, -0.0253], [0.3619, 0.1966, -0.1885], [0.2456, 0.1000, -0.0964], [-0.3456, 0.0271, 0.0207], [0.2037, -0.1482, 0.0209], [0.2816, -0.3206, -0.4423], [0.1033, -0.0010, 0.3992], [0.3341, 0.0675, 0.0752], [0.2790, -0.0007, 0.0225], [-0.9425, -0.5193, -0.2071], [-0.3528, -0.7835, 2.7095], [-0.0074, 2.3123, -1.5988], [0.0075, -0.2860, 0.0118], [0.5122, 0.2248, 0.1138], [-0.1329, 0.4501, -0.0138]], "nbo_charge": [0.58, 0.35, 1.56, 1.17, -0.38, 0.30, 0.56, 0.03, -0.66, -0.64, -0.67, 0.46, 0.42, -0.23, -0.29, -0.23, -0.26, 0.30, 0.24, 0.23, 0.31, 0.20, 0.21, 0.31, 0.21, 0.24, -0.79, 0.21, -0.68, 0.33, 0.33, 0.26]}


(4)
{"formula": "C10H12N2", "method": "ωB97M-V with the def2-TZVPD basis set", "fmax_ev_per_a": 4.9, "e_tot_ha": -497.4345, "e_above_lowest_kcal_mol": 205.7, "orbital_gap_ha": [0.26760, 0.26766], "e_homo_ev": [-8.567, -8.567], "symbols": ["C", "C", "C", "C", "C", "C", "C", "C", "C", "C", "N", "N", "H", "H", "H", "H", "H", "H", "H", "H", "H", "H", "H", "H"], "positions_angstrom": [[2.3344, -0.4099, 1.2744], [1.9251, -1.0977, 0.0156], [2.3661, 0.8133, 0.5050], [0.6759, -1.3849, -0.4732], [-0.6610, -0.8959, -0.0088], [1.2363, 1.8480, 0.7743], [-0.0793, 1.5976, -0.1676], [-1.0965, 0.4203, 0.0344], [-1.5469, -2.1158, 0.3141], [-2.5417, 0.6673, 0.1249], [2.9666, 0.7212, -0.6499], [3.0474, -0.7071, -0.9286], [0.6614, -1.9077, -1.4744], [1.0203, 1.6535, 1.8155], [1.5105, 2.8279, 0.2993], [-0.6414, 2.4272, -0.0982], [0.4248, 1.4321, -1.0830], [-1.8961, -2.1341, 1.3365], [-0.9631, -2.9646, 0.1042], [-2.5881, -2.1746, -0.2303], [-3.0093, 1.2119, -0.6558], [-2.7868, 1.2245, 1.0128], [-3.1814, -0.2560, 0.1075], [2.8229, -0.7966, -1.9486]], "atomic_forces_ev_per_a": [[-1.5891, -0.0763, -1.3718], [-1.0310, -0.7456, -0.5911], [-1.1550, 1.3796, -0.1793], [1.5625, 0.4210, -0.3485], [-0.8323, 0.0726, 0.6798], [0.4398, -0.6120, -1.5758], [1.7135, -4.3261, 1.5860], [3.0949, -2.4231, -0.4779], [-2.6642, 1.5894, -1.2110], [-1.4214, -1.0094, 0.9153], [-0.2101, -0.8264, -0.6878], [-0.0414, 0.5275, -0.0520], [-0.0224, 0.8239, 0.9243], [-0.2525, 1.2541, 0.4921], [0.1586, -0.4431, 1.5906], [-1.5685, 3.2758, -0.2029], [-0.0685, 0.3086, -1.5018], [0.4117, 0.0622, 0.5672], [0.3188, -1.3345, -0.1698], [2.1306, 0.0756, 0.4235], [0.2377, 0.9882, -1.1905], [-0.2142, 0.2128, 0.6379], [0.9582, 0.6593, 0.4205], [0.0445, 0.1461, 1.3231]], "nbo_charge": [0.16, 0.02, 0.07, -0.26, -0.02, -0.43, -0.41, 0.03, -0.64, -0.66, -0.23, -0.45, 0.21, 0.23, 0.25, 0.21, 0.22, 0.23, 0.22, 0.21, 0.23, 0.22, 0.23, 0.37]}


(5)
{"formula": "C10H12NO2", "method": "ωB97M-V with the def2-TZVPD basis set", "fmax_ev_per_a": 3.6, "e_tot_ha": -593.0841, "e_above_lowest_kcal_mol": 86.7, "orbital_gap_ha": 0.33422, "total_charge": 1, "e_homo_ev": -13.610, "symbols": ["C", "C", "C", "C", "C", "C", "C", "C", "C", "C", "N", "O", "O", "H", "H", "H", "H", "H", "H", "H", "H", "H", "H", "H", "H"], "positions_angstrom": [[0.0033, -3.8024, -0.5027], [-1.1221, -2.9574, -0.2437], [1.3106, -3.3124, -0.4495], [-0.8795, -1.6124, 0.1322], [1.5597, -2.0317, -0.0606], [0.4603, -1.0957, 0.1708], [1.0532, 0.0998, 0.6286], [-0.1428, 3.1727, -0.7432], [-0.8015, 1.8417, -0.6930], [0.2880, 2.9817, 0.7447], [-0.2290, 1.5640, 0.6413], [2.1178, 0.5056, 0.8596], [-1.0466, 1.1475, 1.6484], [-0.0088, -4.8660, -0.5746], [-2.0752, -3.3475, -0.4655], [2.1334, -3.8793, -0.9045], [-1.7652, -1.1015, 0.1306], [2.5344, -1.5017, -0.1700], [0.7370, 3.2616, -1.3922], [-0.7751, 4.0541, -1.1659], [-1.8764, 1.8994, -0.4822], [-0.6890, 1.0764, -1.4438], [1.3561, 2.9254, 0.8318], [-0.2483, 3.3914, 1.5660], [-1.8943, 1.5866, 1.9374]], "atomic_forces_ev_per_a": [[-0.0848, 1.1953, 1.3368], [3.6129, 0.2700, -0.0671], [0.2594, -0.1182, -0.8124], [2.0900, -1.9988, -1.5179], [-0.6007, 2.6796, -0.9257], [-0.1679, -3.2651, 0.5902], [-0.2452, 2.5654, -0.0901], [0.0806, 2.8827, -1.3908], [-2.0982, -0.7413, 0.4880], [-0.2449, -1.3522, -1.3466], [1.0063, -0.6557, -0.2154], [-0.7415, 0.0041, 0.1267], [-0.9070, -1.6240, 1.7254], [-0.9002, -0.5959, -0.7500], [-1.1390, -0.1027, 0.2828], [-0.3584, -0.1188, 0.7565], [-1.6916, 2.1231, 0.6969], [-0.5811, -1.1827, 0.3952], [-0.0579, -0.5081, 0.2564], [0.7569, -1.4790, 1.4860], [-0.0314, 0.2659, -0.4355], [0.4856, -0.2226, -0.2307], [0.4987, 0.4074, 0.5832], [-0.1090, 1.0087, 0.4632], [1.1685, 0.5629, -1.4051]], "nbo_charge": [-0.09, -0.20, -0.23, -0.10, -0.08, -0.30, 0.83, -0.45, -0.24, -0.22, -0.02, -0.42, -0.58, 0.24, 0.24, 0.25, 0.23, 0.24, 0.24, 0.26, 0.21, 0.23, 0.24, 0.23, 0.50]}